# 1
Formula: C19H46NO11S2
Source: the OMol25 dataset
Level of theory: ωB97M-V/def2-TZVPD

```
79
Properties=species:S:1:pos:R:3:forces:R:3
S 4.80436 2.03377 -1.55144 -0.050 0.531 -0.364
C 4.80721 0.25585 -1.91162 -0.251 -0.294 0.733
C 3.38237 -0.26678 -2.14066 -0.071 0.191 0.018
C 2.76646 -0.61065 -0.80048 0.117 0.587 -0.005
N 1.28710 -0.73801 -0.81934 0.927 0.011 0.417
C 0.62023 -0.99832 0.25502 -1.136 -0.211 -0.470
S -1.08983 -1.01511 0.01843 0.185 0.630 0.701
C -0.77836 0.16577 -1.37983 0.692 -1.275 -0.428
C -1.93951 0.40661 -2.31130 0.034 1.127 -0.369
C -2.15818 1.89758 -2.53778 -0.870 -0.633 0.957
C -2.11047 2.78612 -1.38101 1.407 0.762 -1.130
O -1.03602 2.68826 -2.39119 0.644 0.187 -0.078
C 0.39585 -0.59646 -1.98843 -0.562 -0.512 0.366
H 5.04849 2.06593 -0.23671 0.023 -0.374 0.066
H 5.22357 -0.23269 -1.03424 0.299 -0.188 -0.096
H 5.45192 0.04419 -2.75293 0.099 0.152 -0.172
H 2.80826 0.55166 -2.56667 -0.062 0.018 -0.268
H 3.35962 -1.10837 -2.82777 0.068 -0.140 -0.065
H 2.98681 0.23009 -0.14355 -0.056 0.080 0.151
H 3.21598 -1.49081 -0.34982 -0.147 -0.297 -0.085
H 1.05869 -1.16244 1.22693 0.369 -0.134 -0.015
H -0.29057 1.01301 -0.91007 -0.633 0.648 -0.026
H -2.89376 0.01573 -1.96953 0.098 -0.458 -0.182
H -1.66906 0.03283 -3.29783 -0.275 -0.566 0.005
H -2.88071 2.14826 -3.30160 0.115 -0.015 -0.390
H -2.46203 3.79535 -1.51056 -0.804 -0.055 0.706
H -1.75767 2.42436 -0.43096 -0.404 0.064 0.407
H 0.83694 -0.18356 -2.88293 0.297 0.343 0.146
H 0.06026 -1.62472 -2.16733 0.008 -0.012 -0.521
C 8.78055 4.06293 -2.60967 -0.226 0.052 -0.212
C 8.40033 4.99942 -1.48367 -0.125 -0.166 0.095
O 6.98009 5.17090 -1.45188 0.087 0.120 -0.004
O 8.31846 4.56074 -3.85456 0.164 0.024 0.056
H 9.86288 3.95129 -2.67310 0.010 -0.012 -0.007
H 8.33184 3.07381 -2.43691 0.118 -0.031 0.153
H 8.82229 5.98801 -1.65457 -0.006 0.022 -0.002
H 8.75716 4.62061 -0.52094 0.099 0.023 -0.030
H 6.59454 4.34003 -1.15876 -0.036 -0.055 -0.058
H 7.46178 4.96765 -3.68180 -0.078 0.005 -0.023
C -5.30531 -1.59857 -1.22108 0.145 0.060 -0.184
C -6.64727 -2.19631 -1.57387 0.047 -0.318 0.024
O -6.51634 -3.04989 -2.71102 0.019 0.252 -0.034
O -4.78236 -0.87720 -2.33844 -0.173 0.049 0.192
H -5.39172 -0.90572 -0.38339 -0.008 0.040 -0.025
H -4.59343 -2.39289 -0.95794 -0.114 -0.053 0.137
H -7.34086 -1.40832 -1.86293 -0.026 0.006 0.002
H -7.06743 -2.74995 -0.73007 -0.006 0.111 0.069
H -6.03545 -3.83793 -2.44137 -0.032 -0.106 -0.015
H -5.03886 -1.38171 -3.12177 -0.003 0.009 -0.066
C 2.66778 -4.39209 3.09775 -0.183 0.156 0.286
C 1.54334 -4.87487 2.20668 0.031 0.196 -0.106
O 0.38929 -4.04297 2.37335 -0.069 -0.252 -0.050
O 2.26726 -4.36699 4.45170 -0.078 -0.139 -0.139
H 3.53496 -5.04680 3.00994 0.030 0.024 -0.008
H 2.96499 -3.37079 2.80255 0.088 -0.082 -0.200
H 1.23229 -5.87611 2.49653 -0.012 -0.016 0.009
H 1.85557 -4.88853 1.15637 0.043 -0.091 0.022
H 0.58711 -3.18202 2.00146 0.050 0.075 0.085
H 1.34378 -4.07562 4.45871 -0.002 0.137 0.189
C 0.72515 -2.10056 6.82108 -0.219 -0.200 -0.095
C -0.01987 -1.33008 7.88803 0.000 -0.176 0.190
O -1.18835 -2.04943 8.28342 0.001 0.122 -0.176
O -0.12481 -2.34062 5.70166 0.184 0.144 -0.129
H 1.59706 -1.54637 6.47438 0.008 -0.016 -0.027
H 1.05591 -3.06963 7.21452 0.155 0.100 0.117
H -0.37081 -0.37967 7.48846 -0.015 0.022 0.013
H 0.61957 -1.13801 8.75427 0.070 0.059 -0.068
H -0.90867 -2.82553 8.77790 -0.028 -0.049 0.073
H -1.00136 -2.50846 6.06894 -0.056 -0.082 0.001
C -7.05816 2.56250 -0.98120 0.179 -0.222 -0.061
C -7.08377 3.15912 -2.37125 -0.207 -0.129 -0.095
O -6.87116 2.13959 -3.35077 0.175 0.098 0.108
O -5.81966 1.90074 -0.75123 0.125 0.080 -0.022
H -7.17380 3.33714 -0.22377 0.001 -0.007 0.023
H -7.87265 1.83458 -0.86874 -0.121 0.135 -0.003
H -6.26331 3.86563 -2.48857 0.005 0.024 -0.017
H -8.02838 3.67602 -2.56164 0.026 0.074 0.082
H -7.65568 1.58427 -3.37740 -0.055 -0.043 -0.065
H -5.58244 1.48126 -1.59010 -0.045 -0.137 -0.015
```
Forces are in eV/Å.

The value obtained for the max |F| is 1.96 eV Å⁻¹. For the gap between HOMO and LUMO, the calculation gives 0.2727 Eh. The HOMO energy is -0.4269 hartree. The value obtained for the total energy is -2429.9090 a.u. The charge is +1. As for the LUMO energy: -4.2 eV.



# 2
Formula: C19H47B4N5O11
Source: the OMol25 dataset
Level of theory: ωB97M-V/def2-TZVPD

```
86
Properties=species:S:1:pos:R:3:forces:R:3
C 3.24395 -2.59958 2.26380 -0.076 0.240 0.183
C 1.73139 -2.49521 2.00511 0.335 -0.437 -0.188
C 0.95662 -3.67333 2.61446 -0.023 0.343 0.247
O 1.71069 -4.88018 2.64810 -0.097 -0.106 -0.002
C 1.34687 -5.78586 1.61759 0.091 0.038 -0.054
B 1.54369 -5.20534 0.16085 -0.390 0.621 -0.181
O 0.48735 -5.16804 -0.75068 0.432 -0.659 -0.007
B 0.81094 -5.58523 -2.02235 -0.099 0.211 -0.152
O 2.13034 -5.85683 -2.34970 -0.063 0.056 0.209
B 3.14622 -5.41219 -1.51616 0.015 0.682 0.049
B 4.80337 -5.70510 -1.83550 0.121 0.051 -0.029
O 5.42803 -5.27955 -2.98438 -0.620 -0.534 0.043
O 5.53081 -6.47211 -0.94597 0.243 0.419 -0.690
O 2.77988 -4.79861 -0.31786 0.108 -0.945 0.081
H 3.74233 -3.20715 1.50535 -0.061 0.019 0.155
H 3.69596 -1.60206 2.26154 0.002 -0.094 -0.104
H 3.45624 -3.03458 3.24519 -0.042 0.016 -0.122
H 1.56695 -2.44663 0.92228 -0.043 0.086 0.101
H 1.34953 -1.55960 2.41113 -0.161 -0.055 -0.045
H 0.68183 -3.43476 3.64744 0.160 -0.092 -0.042
H 0.01799 -3.84306 2.07789 -0.069 0.037 -0.014
H 2.01666 -6.65054 1.72245 -0.058 0.060 -0.008
H 0.32514 -6.16771 1.75691 0.035 0.134 0.039
H -0.03875 -5.71898 -2.84129 0.033 0.018 0.016
H 6.18582 -5.83783 -3.17585 0.541 0.126 0.053
H 5.22823 -6.37381 -0.04812 -0.312 -0.257 0.462
C 4.04905 2.18356 0.11362 0.000 -0.111 0.067
N 3.04855 1.18866 0.44164 -0.044 0.010 -0.019
C 1.71295 1.21071 0.18173 0.416 0.125 0.089
C 1.18752 2.42454 -0.54860 -0.266 -0.212 0.012
O 1.01966 0.26947 0.54474 -0.263 0.074 -0.270
H 4.81996 1.75941 -0.53209 -0.009 0.025 -0.026
H 4.52928 2.56239 1.01746 -0.011 0.035 -0.008
H 3.59113 3.01871 -0.40485 0.008 0.014 -0.008
H 3.34831 0.35845 0.92901 0.005 -0.012 0.006
H 0.11316 2.32717 -0.69136 0.011 -0.099 0.026
H 1.38893 3.33277 0.02047 0.069 0.015 -0.050
H 1.66197 2.49769 -1.52813 0.038 0.109 0.017
C -2.17391 -1.89602 -0.10501 0.095 0.099 0.030
N -1.76321 -0.55899 -0.46966 -0.079 -0.001 -0.241
C -2.55172 0.49255 -0.77831 0.040 -0.252 0.220
C -4.05018 0.29619 -0.70647 0.005 0.068 -0.080
O -2.06201 1.57448 -1.07043 -0.056 0.237 -0.221
H -1.84246 -2.13064 0.90551 -0.001 -0.051 0.103
H -1.74922 -2.63478 -0.78656 -0.014 -0.026 -0.020
H -3.25526 -1.98149 -0.13698 -0.014 -0.035 -0.001
H -0.77471 -0.33950 -0.45451 0.095 0.029 0.222
H -4.52481 1.23721 -0.96785 0.018 0.012 -0.013
H -4.38037 -0.47388 -1.40448 -0.030 -0.021 0.032
H -4.35621 0.00897 0.30042 0.001 -0.038 -0.006
C 3.26390 -3.96300 -5.11109 0.134 -0.032 0.030
N 4.62329 -3.73116 -5.54905 -0.001 0.013 -0.038
C 5.05282 -3.09689 -6.66965 -0.045 -0.005 0.006
C 3.99758 -2.54811 -7.60579 0.049 0.013 -0.020
O 6.24355 -2.97850 -6.90722 0.010 0.006 -0.012
H 3.08712 -3.49338 -4.14067 -0.040 0.025 -0.018
H 3.06501 -5.03078 -5.00783 -0.030 0.011 -0.004
H 2.56100 -3.54702 -5.82595 -0.021 0.006 0.002
H 5.36290 -4.07361 -4.95582 -0.052 -0.008 0.065
H 4.50431 -2.07773 -8.44245 0.026 -0.005 0.008
H 3.35397 -3.34467 -7.98086 -0.034 0.015 0.016
H 3.37515 -1.80675 -7.10335 -0.035 -0.022 -0.005
C -4.36920 3.87534 2.73131 -0.015 -0.251 0.218
N -3.61374 2.84123 3.41834 -0.014 0.030 -0.081
C -2.41160 2.30570 3.07356 -0.006 -0.016 -0.052
C -1.76017 2.83716 1.81885 0.078 -0.037 0.187
O -1.90144 1.43181 3.75805 -0.001 0.002 -0.006
H -4.52384 4.73609 3.37721 0.014 0.083 -0.053
H -5.34374 3.48906 2.42349 0.001 0.058 -0.064
H -3.83988 4.21594 1.84943 0.012 0.023 -0.009
H -3.99901 2.44893 4.26242 -0.003 0.000 0.011
H -0.82240 2.30820 1.67387 -0.013 -0.040 0.042
H -2.38349 2.66972 0.94221 0.013 0.107 -0.012
H -1.56597 3.90648 1.91964 -0.019 0.012 -0.073
C -6.49771 10.16643 2.81938 0.083 -0.032 -0.115
N -5.70362 9.07806 2.28664 -0.024 0.031 0.014
C -5.47904 7.85214 2.82912 -0.004 0.038 -0.015
C -6.13020 7.55680 4.16218 0.030 -0.045 -0.021
O -4.77947 7.03566 2.25345 -0.037 0.003 0.050
H -7.30935 10.42430 2.13712 -0.030 -0.003 0.029
H -5.88361 11.05519 2.97328 -0.011 0.005 0.040
H -6.93111 9.88284 3.77250 -0.012 0.008 0.014
H -5.24384 9.21420 1.40023 0.005 0.001 -0.008
H -5.85747 6.54893 4.45842 0.018 -0.008 -0.023
H -5.78898 8.25469 4.92728 -0.034 0.014 0.008
H -7.21623 7.62297 4.09020 -0.004 0.029 0.026
```
Forces are in eV/Å.

The value obtained for the max |F| is 0.95 eV Å⁻¹. The SMILES is CCCOCB1OBOB(B(O)O)O1.CNC(C)=O.CNC(C)=O.CNC(C)=O.CNC(C)=O.CNC(C)=O. For the gap between HOMO and LUMO, the calculation gives 0.3385 Eh. The HOMO energy is -0.3276 hartree. The value obtained for the total energy is -1953.4119 a.u. As for the LUMO energy: 0.3 eV.



# 3
Formula: C19H47N5O7S2
Source: the OMol25 dataset
Level of theory: ωB97M-V/def2-TZVPD

```
80
Properties=species:S:1:pos:R:3:forces:R:3
C -0.00980 -4.25340 -0.97336 -0.545 0.251 0.048
C 0.62907 -5.31015 -1.86029 -1.418 0.441 -0.140
O 0.08676 -6.38032 -2.11080 0.706 0.015 0.326
N 1.70162 -4.82211 -2.50193 1.018 0.383 -0.861
C 2.32838 -5.52592 -3.60736 0.290 -1.050 0.968
H 0.59655 -3.78680 -0.19792 0.360 -0.381 -0.065
H -0.94200 -4.59988 -0.53205 0.119 -0.271 -0.024
H -0.27181 -3.41746 -1.62489 -0.077 -0.009 -0.004
H 1.83198 -3.82177 -2.48793 0.217 -0.120 0.371
H 2.82872 -6.40815 -3.18867 -0.463 -0.285 -0.183
H 3.18775 -5.02348 -4.04673 -0.507 0.773 -0.082
H 1.57148 -5.84138 -4.32182 0.208 -0.025 -0.298
C -2.71433 5.65379 -4.52373 0.244 -0.512 1.341
C -2.12638 4.67475 -3.49282 -0.832 0.089 -0.671
O -2.84200 3.87225 -2.91357 0.312 0.095 0.143
N -0.78947 4.70562 -3.35116 0.659 -0.217 0.429
C -0.05388 3.84833 -2.42320 0.191 0.688 -0.486
H -2.81046 5.09535 -5.45035 0.057 0.316 -0.244
H -2.10662 6.55478 -4.57475 -0.004 -0.017 -0.478
H -3.69778 5.90937 -4.13736 -0.087 0.047 -0.233
H -0.24912 5.43758 -3.77163 -0.239 0.124 -0.215
H -0.15619 2.79720 -2.68230 -0.216 -0.042 0.207
H -0.32932 4.07452 -1.39344 -0.127 -0.339 0.045
H 0.99141 4.13083 -2.55935 0.032 -0.202 0.169
C 1.97265 -0.18566 4.99258 1.549 0.973 -0.929
C 1.77616 1.28903 4.63841 -1.206 -1.000 1.600
O 0.68098 1.80167 4.81897 0.082 0.404 -0.547
N 2.84341 1.96599 4.16455 0.241 0.801 -0.522
C 2.71926 3.32952 3.68779 -0.825 0.291 -0.170
H 2.34130 -0.54964 4.02602 -0.230 -0.871 0.260
H 1.11317 -0.71314 5.38339 -0.294 0.230 -0.272
H 2.81255 -0.27521 5.68567 -0.037 -0.066 0.043
H 3.76590 1.57854 4.09057 -0.161 -0.534 0.135
H 3.33522 4.02445 4.25385 0.242 -0.036 -0.154
H 1.68746 3.66292 3.80145 0.004 -0.227 0.358
H 2.87286 3.40690 2.60859 0.544 -0.054 0.081
C -2.39394 0.14041 4.66735 -0.832 -0.761 -0.080
C -2.38867 -1.28970 5.16270 0.328 0.073 -0.158
O -1.39757 -1.99668 5.06059 0.117 0.062 0.051
N -3.51423 -1.75931 5.76006 -0.243 0.006 0.015
C -4.86264 -1.23595 5.62215 -0.075 -0.414 0.297
H -3.12872 0.70909 5.23653 0.443 0.393 0.139
H -2.77910 0.14321 3.64331 0.180 -0.021 -0.075
H -1.36952 0.49297 4.68589 -0.081 0.427 0.136
H -3.44305 -2.72033 6.05104 0.115 -0.057 -0.078
H -5.01948 -0.29873 6.15633 0.144 0.111 -0.161
H -5.51046 -1.96965 6.10262 -0.105 0.105 -0.071
H -5.18287 -1.15951 4.58199 0.055 0.187 -0.004
C 5.63450 -2.59138 -3.20769 -0.181 0.492 0.306
C 4.35450 -1.90308 -2.74145 0.460 -0.225 -0.151
O 3.41019 -2.52637 -2.29978 -0.158 0.192 0.015
N 4.35527 -0.54847 -2.87214 -0.238 0.185 -0.027
C 3.24633 0.29580 -2.45821 -0.799 -1.469 -0.106
H 5.61816 -2.65150 -4.29534 0.161 0.003 -0.016
H 5.71888 -3.58786 -2.78699 -0.234 -0.037 0.004
H 6.49055 -2.00743 -2.86334 0.102 -0.046 -0.275
H 5.16734 -0.07632 -3.22462 0.142 -0.226 -0.087
H 3.66595 1.13716 -1.91774 -0.509 0.287 -0.031
H 2.55393 -0.33208 -1.87761 0.614 0.188 0.629
H 2.53316 0.50549 -3.26549 0.687 0.761 -0.316
C -0.74888 -0.72300 1.59104 0.411 -0.573 0.445
S 0.71578 -0.59015 0.52805 -1.518 0.079 -0.348
O 0.20091 -1.14631 -0.76646 0.669 0.422 0.142
C 0.71342 1.22907 0.39427 0.666 -0.644 0.477
H -1.53440 -0.07169 1.21684 -0.005 0.040 0.024
H -0.52763 -0.59442 2.65228 0.110 0.462 -0.088
H -1.05207 -1.76879 1.52336 -0.049 0.042 -0.315
H -0.19502 1.68004 0.00777 -0.142 -0.280 -0.097
H 1.57837 1.41652 -0.24113 -0.079 0.390 0.017
H 0.89984 1.55769 1.42025 0.090 0.269 -0.105
C -4.97208 1.09498 -2.10752 -0.352 -0.249 0.385
S -3.78175 -0.13938 -1.48096 0.471 -0.390 -0.851
O -3.78233 -1.34625 -2.37457 -0.216 0.716 0.486
C -2.30787 0.80024 -1.95131 1.271 0.106 0.142
H -5.92519 0.60778 -2.31835 0.230 -0.348 -0.113
H -4.62474 1.63914 -2.98078 0.143 0.033 0.063
H -5.19333 1.74450 -1.25754 0.325 0.297 -0.163
H -2.37273 1.85535 -1.68687 -0.444 0.061 -0.339
H -2.06261 0.62855 -3.00336 -0.810 0.308 -0.203
H -1.36165 0.45743 -1.50953 -0.672 -0.617 0.537
```
Forces are in eV/Å.

The value obtained for the max |F| is 2.24 eV Å⁻¹. For the gap between HOMO and LUMO, the calculation gives 0.3121 Eh. The HOMO energy is -0.3083 hartree. The value obtained for the total energy is -2348.9576 a.u. As for the LUMO energy: 0.1 eV.



max |F| of number 2 (C19H47B4N5O11)? 0.95 eV Å⁻¹